Computed, not measured: a gas-phase ion, C57H67N6O (charge +1) at a distorted geometry, with the ωB97M-V functional and the def2-TZVPD basis.

Each line ends with the Mulliken charge.
Geometry (Å):
C: -1.93 -3.91 -4.00  -1.17
C: -2.03 -2.40 -3.81  1.27
C: -3.28 -1.87 -4.52  -2.04
C: -0.72 -1.74 -4.25  0.45
C: -0.63 -1.22 -5.54  -0.75
C: 0.59 -0.71 -6.02  -1.42
C: 1.73 -0.79 -5.22  -0.47
C: 1.64 -1.33 -3.92  0.21
C: 2.95 -1.52 -3.15  2.50
C: 3.73 -0.22 -3.01  -1.59
C: 3.82 -2.60 -3.80  -1.84
C: 0.40 -1.68 -3.39  -0.94
N: 0.26 -2.11 -2.02  2.00
N: 0.23 -3.46 -1.87  -0.32
N: 0.08 -3.67 -0.56  2.06
C: 0.24 -5.05 -0.05  -0.43
C: 1.48 -5.48 0.45  0.14
C: 2.75 -4.77 -0.02  2.68
C: 3.06 -5.15 -1.47  -1.24
C: 3.97 -5.00 0.88  -2.05
C: 1.54 -6.62 1.26  -0.91
C: 0.41 -7.40 1.46  -1.55
C: -0.76 -7.07 0.81  -0.46
C: -0.86 -5.92 0.03  0.40
C: -2.16 -5.66 -0.73  1.45
C: -3.36 -5.57 0.22  -1.41
C: -2.43 -6.77 -1.77  -1.57
C: 0.20 -2.45 0.12  -0.18
C: 0.30 -2.57 1.58  -0.11
C: 1.52 -2.52 2.33  0.64
C: 1.52 -2.79 3.71  -1.33
C: 0.32 -3.15 4.36  -0.58
C: -0.88 -3.26 3.63  -0.99
C: -0.88 -2.95 2.27  -0.35
C: 0.32 -1.41 -0.77  1.10
C: 0.29 0.22 -0.62  -1.02
H: -1.06 -4.30 -3.47  0.13
H: -2.83 -4.41 -3.62  0.37
H: -1.81 -4.14 -5.07  0.44
H: -2.16 -2.20 -2.74  0.02
H: -3.33 -0.78 -4.50  0.43
H: -3.31 -2.21 -5.56  0.38
H: -4.18 -2.24 -4.01  0.47
H: -1.51 -1.22 -6.21  0.28
H: 0.66 -0.30 -7.03  0.38
H: 2.70 -0.45 -5.60  0.37
H: 2.66 -1.85 -2.14  -1.17
H: 3.15 0.49 -2.41  0.45
H: 4.68 -0.39 -2.49  0.47
H: 3.94 0.25 -3.99  0.26
H: 3.25 -3.53 -3.93  0.37
H: 4.16 -2.27 -4.79  0.41
H: 4.70 -2.80 -3.17  0.40
H: 2.55 -3.68 -0.01  -1.32
H: 2.22 -4.87 -2.12  0.13
H: 3.97 -4.63 -1.83  0.39
H: 3.21 -6.24 -1.56  0.35
H: 3.72 -4.75 1.93  0.41
H: 4.31 -6.05 0.83  0.47
H: 4.80 -4.34 0.58  0.38
H: 2.49 -6.93 1.71  0.41
H: 0.45 -8.29 2.10  0.43
H: -1.64 -7.71 0.89  0.39
H: -2.06 -4.71 -1.29  -0.52
H: -3.16 -4.83 1.01  0.25
H: -4.28 -5.24 -0.30  0.44
H: -3.56 -6.55 0.68  0.33
H: -1.58 -6.87 -2.46  0.33
H: -2.59 -7.74 -1.27  0.38
H: -3.33 -6.55 -2.38  0.45
H: 2.49 -2.29 1.85  0.43
H: 2.45 -2.69 4.31  0.42
H: 0.31 -3.35 5.44  0.42
H: -1.81 -3.56 4.13  0.42
H: -1.79 -3.02 1.69  0.50
H: -0.72 0.36 -0.07  0.32
H: 0.10 0.41 -1.73  0.33
C: 0.77 8.04 2.81  -0.96
N: 0.11 6.77 2.50  0.24
C: -1.17 6.57 2.89  0.29
O: -1.90 7.44 3.38  -0.72
C: -1.50 5.08 2.59  0.67
C: -2.89 4.90 1.97  -0.45
C: -3.99 5.50 2.78  0.48
C: -4.43 5.11 4.04  -0.72
N: -5.40 6.01 4.47  -0.04
C: -5.64 6.95 3.47  -0.56
C: -6.42 8.11 3.49  -0.75
C: -6.36 8.95 2.38  -0.52
C: -5.51 8.65 1.29  -0.75
C: -4.71 7.50 1.29  -0.33
C: -4.77 6.64 2.38  0.79
N: -0.38 4.64 1.76  0.63
C: -0.40 3.41 1.11  0.25
C: 0.71 2.65 0.77  -1.82
C: 1.05 1.62 -0.40  0.54
C: 2.51 1.34 -0.19  -1.05
C: 2.85 0.20 0.51  0.32
C: 4.16 -0.18 0.68  -0.69
C: 5.16 0.68 0.19  -0.76
C: 4.84 1.89 -0.48  -0.92
C: 3.49 2.22 -0.69  0.01
C: 0.77 5.55 1.98  0.19
C: 1.54 5.95 0.70  -1.22
C: 1.80 5.12 3.06  -1.29
H: 0.06 8.74 3.29  0.33
H: 1.60 7.87 3.51  0.32
H: 1.16 8.52 1.90  0.29
H: -1.47 4.61 3.62  -0.02
H: -2.88 5.35 0.97  0.28
H: -3.03 3.82 1.89  0.34
H: -4.08 4.30 4.67  0.42
H: -5.86 5.99 5.37  0.20
H: -7.06 8.30 4.35  0.37
H: -6.97 9.86 2.34  0.38
H: -5.47 9.33 0.44  0.37
H: -4.01 7.27 0.47  0.33
H: -1.41 2.98 1.04  0.36
H: 1.61 2.69 1.43  0.19
H: 1.13 2.30 -1.34  0.67
H: 2.02 -0.33 0.93  0.88
H: 4.42 -1.11 1.15  0.50
H: 6.22 0.37 0.22  0.36
H: 5.63 2.56 -0.92  0.35
H: 3.15 3.13 -1.22  0.42
H: 0.88 6.57 0.05  0.43
H: 2.44 6.54 0.95  0.43
H: 1.81 5.03 0.16  -0.11
H: 1.31 5.07 4.04  0.37
H: 2.17 4.12 2.80  0.19
H: 2.65 5.82 3.12  0.42

Results
Electronic energy in eV: -71176.048
LUMO in eV: -2.980
Charge: +1